ORCA calculation (the ωB97M-V functional and the def2-TZVPD basis) on a structure of composition C28H38AuBFN7S4.

```
80
Properties=species:S:1:pos:R:3:forces:R:3
Au -0.739 -2.328 -1.424 -0.0126 0.0387 0.0215
C 3.686 -4.095 1.185 0.0054 -0.0237 -0.0021
C 4.082 -3.219 -0.005 -0.0416 0.0118 -0.0043
C 3.833 -3.998 -1.288 -0.0113 -0.0045 -0.0065
C 5.561 -2.834 0.053 0.0006 -0.0074 0.0233
N 3.291 -1.942 0.102 0.0053 -0.0185 0.0415
C 3.496 -1.122 1.203 0.0279 0.0363 -0.0302
C 2.626 -0.105 1.125 0.0120 -0.0077 0.0127
N 1.886 -0.273 -0.027 -0.0484 -0.0039 0.0115
B 0.599 0.508 -0.315 0.0456 -0.0614 0.0867
N -0.176 0.769 0.984 0.0671 -0.0302 0.0159
C -0.659 1.964 1.472 -0.0744 0.0169 0.0463
C -1.577 1.682 2.416 0.0064 0.0806 -0.0973
N -1.688 0.305 2.506 -0.0243 -0.0147 -0.0073
C -0.768 -0.264 1.665 -0.0871 0.0223 -0.0800
S -0.323 -1.878 1.480 -0.0088 -0.0391 0.0742
C -2.671 -0.330 3.440 0.0914 -0.0145 0.0436
C -2.042 -0.349 4.831 0.0100 -0.0232 0.0140
C -3.946 0.519 3.426 0.0131 0.0138 0.0263
C -3.067 -1.743 3.018 -0.0153 -0.0107 -0.0445
N 1.017 1.890 -0.985 0.0944 0.0266 -0.0017
C 2.274 2.330 -1.144 -0.0695 -0.0444 0.0071
C 2.239 3.471 -1.914 -0.0521 0.0568 0.0011
N 0.947 3.727 -2.216 0.0689 0.0060 -0.0661
C 0.170 2.733 -1.649 -0.0896 -0.0020 0.0240
S -1.482 2.536 -1.714 0.0726 0.0503 0.0151
C 0.471 4.872 -3.067 -0.0067 -0.0224 0.0165
C -0.447 5.762 -2.233 0.0030 0.0090 0.0014
C -0.232 4.313 -4.302 -0.0142 0.0064 -0.0207
C 1.681 5.688 -3.513 -0.0004 -0.0084 0.0065
C 2.284 -1.419 -0.638 -0.0088 0.0237 -0.0409
S 1.608 -2.006 -2.109 -0.0096 -0.0628 -0.0327
H 4.251 -5.027 1.137 0.0010 -0.0030 0.0089
H 2.627 -4.347 1.136 0.0031 0.0109 -0.0087
H 3.904 -3.617 2.140 -0.0068 0.0267 0.0005
H 4.479 -4.877 -1.244 0.0145 0.0066 -0.0147
H 4.087 -3.423 -2.176 0.0115 0.0183 -0.0085
H 2.806 -4.339 -1.367 0.0165 -0.0225 0.0187
H 6.164 -3.739 -0.024 -0.0066 -0.0007 -0.0028
H 5.829 -2.337 0.985 0.0247 -0.0162 -0.0154
H 5.820 -2.178 -0.780 0.0002 0.0035 -0.0038
H 4.230 -1.346 1.954 -0.0180 -0.0065 0.0082
H 2.438 0.701 1.814 -0.0142 -0.0072 0.0041
H -0.094 -0.046 -1.113 0.0034 0.0304 -0.0205
H -0.310 2.921 1.130 -0.0031 0.0073 -0.0159
H -2.154 2.349 3.026 0.0221 0.0044 -0.0250
H -1.796 0.660 5.170 -0.0023 0.0085 -0.0141
H -1.130 -0.947 4.822 -0.0019 -0.0033 -0.0070
H -2.738 -0.790 5.545 0.0007 -0.0065 0.0049
H -3.799 1.523 3.822 -0.0161 -0.0175 0.0257
H -4.694 0.032 4.050 0.0072 -0.0033 -0.0030
H -4.342 0.589 2.412 -0.0051 0.0012 0.0043
H -2.265 -2.459 3.156 0.0040 0.0009 0.0141
H -3.377 -1.778 1.973 0.0250 0.0082 0.0150
H -3.915 -2.036 3.641 -0.0039 -0.0098 -0.0165
H 3.118 1.808 -0.729 0.0114 0.0059 -0.0032
H 3.052 4.083 -2.251 0.0131 0.0067 -0.0008
H -1.349 5.239 -1.927 -0.0034 -0.0054 -0.0031
H -0.738 6.624 -2.834 -0.0049 -0.0023 0.0052
H 0.073 6.126 -1.345 0.0004 0.0021 0.0020
H -1.141 3.777 -4.042 0.0158 0.0162 -0.0119
H 0.430 3.641 -4.849 0.0022 0.0007 -0.0036
H -0.497 5.142 -4.957 0.0024 -0.0001 -0.0049
H 2.221 6.119 -2.669 0.0019 -0.0007 0.0035
H 1.315 6.512 -4.123 0.0010 -0.0009 0.0025
H 2.367 5.104 -4.127 0.0013 -0.0071 0.0017
F -6.548 -1.294 0.437 -0.0024 0.0009 0.0059
C -5.294 -1.544 -0.021 -0.0230 -0.0249 -0.0237
C -4.882 -2.851 -0.171 -0.0236 0.0381 -0.0097
C -3.593 -3.096 -0.633 -0.0211 0.0383 -0.0136
C -2.719 -2.053 -0.937 -0.0651 -0.1548 0.0543
C -3.181 -0.748 -0.767 0.0331 0.0516 -0.0160
C -4.470 -0.479 -0.314 0.0092 -0.0124 -0.0237
H -5.560 -3.659 0.073 0.0002 -0.0013 0.0009
H -3.266 -4.121 -0.750 0.0100 0.0000 0.0094
H -2.525 0.089 -0.980 -0.0263 -0.0356 0.0265
H -4.833 0.534 -0.191 0.0032 0.0083 0.0000
S -0.948 -4.728 -2.205 0.0895 0.0585 0.0482
C 0.133 -5.257 -1.035 -0.0346 -0.0202 -0.0384
N 0.880 -5.622 -0.226 0.0047 0.0084 -0.0112
```
Forces are in eV/Å.

## Properties
total energy: -3326.28638 Eh
energy above the lowest of the compared OMol25 structures with the same formula, charge and spin: 76.8 kJ/mol
gap between HOMO and LUMO (spin up / spin down): 6.14 / 3.35 eV
multiplicity: 3
expectation value of S²: 2.029
E_LUMO (spin up / spin down): -0.14 / -3.62 eV

ORCA calculation (the ωB97M-V functional and the def2-TZVPD basis) on a cluster of 3 separate species, C28H38BrFNO8PS3 in total.

```
81
Properties=species:S:1:pos:R:3:forces:R:3
C -0.023 1.404 2.730 0.2121 -0.0486 0.3322
C 0.815 2.686 2.814 -0.2996 -0.1467 0.2499
C 0.733 3.634 1.618 0.2603 0.1244 0.0603
F 1.876 4.453 1.626 -0.1360 -0.0337 0.0348
C 0.598 3.052 0.224 0.0452 -0.1143 -0.2224
C -0.373 3.568 -0.655 0.1390 0.0764 -0.0235
C -1.367 4.590 -0.172 -0.3496 -0.0951 0.1761
C -2.450 3.991 0.749 0.5227 -0.0462 -0.0182
N -3.230 2.952 0.074 -0.3624 0.1968 0.8993
C -2.767 1.581 0.396 -0.1297 -0.2295 -0.6686
C -3.387 0.949 1.636 0.3257 -0.2054 0.1069
C -4.622 3.093 0.267 0.0906 -0.0809 -0.1993
C -5.484 2.272 -0.662 0.2606 -0.4591 0.2818
O -5.113 3.838 1.082 -0.0116 0.2114 -0.2271
C -0.436 3.106 -1.986 0.0117 -0.0168 -0.1470
P -1.424 3.711 -3.426 0.1774 -0.1179 0.0712
O -2.955 3.840 -2.849 0.0217 0.0161 -0.0284
Br -0.879 5.873 -3.410 -0.0151 0.0287 -0.0136
C 0.377 2.060 -2.404 0.1935 0.1707 0.1653
C 1.281 1.500 -1.513 0.1170 0.0118 -0.0293
C 1.427 2.012 -0.226 -0.1329 -0.0006 0.0280
C 2.492 1.344 0.602 0.1383 0.0935 0.0539
O 3.271 1.929 1.313 -0.1641 -0.1141 0.0118
C 2.555 -0.146 0.428 -0.1466 -0.0113 -0.0292
C 2.777 -1.002 1.493 0.0557 0.1816 -0.0238
C 2.773 -2.370 1.272 0.0735 0.0750 0.3044
C 2.561 -2.859 -0.004 0.0227 0.0752 -0.2302
S 2.487 -4.597 -0.290 0.2398 -0.4163 -0.1493
C 0.750 -4.943 -0.233 -0.1970 -0.1373 0.1259
O 3.116 -5.277 0.814 -0.1257 0.1058 0.0679
O 2.935 -4.854 -1.634 -0.0953 0.1440 0.0513
C 2.375 -2.015 -1.091 0.0514 0.1015 0.0477
C 2.362 -0.652 -0.856 0.0217 0.0451 -0.0746
C 2.101 0.332 -1.945 -0.1251 -0.0351 -0.1163
O 2.472 0.175 -3.084 -0.0274 -0.0998 -0.0002
H 0.372 0.675 3.441 -0.0276 -0.0165 0.0101
H 0.009 0.925 1.751 -0.0689 0.0418 -0.0270
H -1.059 1.573 3.025 -0.0207 0.0326 -0.2557
H 1.850 2.445 3.032 0.0687 0.0660 -0.2042
H 0.452 3.253 3.674 0.1364 0.0302 0.0459
H -0.092 4.314 1.801 -0.0142 -0.0106 -0.0989
H -1.883 5.056 -1.004 0.0696 -0.0161 -0.0563
H -0.867 5.386 0.380 0.0351 0.0711 -0.0804
H -1.983 3.575 1.648 -0.0914 0.0183 0.0648
H -3.096 4.800 1.074 -0.1673 -0.0672 -0.0231
H -2.969 0.945 -0.470 0.0937 -0.0672 0.0238
H -1.684 1.605 0.499 -0.0556 0.1734 -0.0663
H -3.453 1.653 2.467 -0.1153 0.0643 -0.0406
H -4.366 0.515 1.437 -0.1155 0.2107 0.0320
H -2.745 0.130 1.967 -0.0423 -0.0247 -0.0041
H -5.877 2.922 -1.442 -0.0853 0.0827 0.0418
H -6.297 1.836 -0.085 -0.1514 0.1277 -0.1275
H -4.920 1.465 -1.129 -0.0225 0.0387 -0.0914
H -3.382 2.989 -3.015 -0.2175 0.0936 0.0418
H 0.325 1.668 -3.415 -0.0061 -0.0319 -0.0105
H 2.927 -0.602 2.486 0.0392 -0.0099 0.0113
H 2.949 -3.037 2.102 -0.0385 -0.1733 -0.0377
H 0.182 -4.131 -0.679 0.0561 0.0304 -0.0808
H 0.594 -5.863 -0.794 0.0615 -0.0237 -0.0192
H 0.458 -5.090 0.803 -0.0315 0.1023 -0.0084
H 2.228 -2.401 -2.091 0.0599 -0.0106 -0.0281
C 1.757 -4.361 6.317 -0.0310 0.0336 0.0826
S 1.798 -3.946 4.571 0.1174 -0.0401 -0.0201
O 0.869 -2.804 4.360 -0.0375 -0.0028 -0.0124
C 0.951 -5.427 4.015 -0.0677 -0.0621 0.0010
H 2.204 -3.534 6.864 0.0055 0.0141 -0.0198
H 0.722 -4.498 6.631 -0.0090 0.0170 -0.0197
H 2.336 -5.269 6.485 0.0145 0.0064 -0.0123
H -0.028 -5.483 4.490 0.0024 0.0368 0.0077
H 1.554 -6.301 4.259 0.0187 0.0042 -0.0269
H 0.841 -5.355 2.936 0.0546 0.0021 -0.0010
C 0.347 -2.961 -6.033 0.0087 -0.0065 -0.1217
S 1.066 -1.586 -5.126 -0.0444 -0.0968 0.1734
O 0.021 -0.527 -5.067 -0.0497 0.0358 0.0133
C 2.241 -1.098 -6.387 0.0435 0.0435 -0.0632
H -0.448 -3.379 -5.419 0.0024 0.0213 0.0251
H -0.063 -2.603 -6.977 -0.0028 0.0227 0.0125
H 1.113 -3.717 -6.206 0.0003 -0.0070 0.0157
H 1.707 -0.869 -7.309 -0.0269 0.0042 0.0195
H 2.958 -1.904 -6.543 0.0040 -0.0003 0.0180
H 2.755 -0.212 -6.020 -0.0139 -0.0071 0.0492
```
Forces are in eV/Å.

## Properties
total energy: -5956.20437 Eh
energy above the lowest of the compared OMol25 structures with the same formula, charge and spin: 0.0 kJ/mol
gap between HOMO and LUMO: 7.98 eV
multiplicity: 1
E_LUMO: -1.03 eV